(1)
{"formula": "C18H23NO2", "method": "wB97M-V/def2-TZVPD", "smiles": "CCCN(CCO)Cc1cccc(Oc2ccccc2)c1", "largest_force_ha_per_bohr": 0.0100, "e_above_lowest_ev": 1.2602, "gap_ev": 9.226, "homo_ev": -8.40, "elements": ["C", "C", "C", "N", "C", "C", "O", "C", "C", "C", "C", "C", "C", "O", "C", "C", "C", "C", "C", "C", "C", "H", "H", "H", "H", "H", "H", "H", "H", "H", "H", "H", "H", "H", "H", "H", "H", "H", "H", "H", "H", "H", "H", "H"], "xyz": [[0.71721, 3.37999, -3.84061], [1.85070, 3.84057, -2.93303], [1.55753, 3.57552, -1.45195], [1.48564, 2.14717, -1.15941], [2.53663, 1.67865, -0.27065], [3.86077, 1.60346, -1.03502], [3.72015, 0.83351, -2.19938], [0.16458, 1.70706, -0.73491], [0.04201, 0.20697, -0.79084], [0.36783, -0.47800, -1.95537], [0.27901, -1.85689, -2.00238], [-0.16023, -2.56863, -0.90183], [-0.51008, -1.88967, 0.25992], [-0.88251, -2.64461, 1.34122], [-1.81992, -2.17607, 2.22330], [-1.72015, -2.61185, 3.54126], [-2.67089, -2.22960, 4.46801], [-3.72392, -1.41153, 4.09320], [-3.82826, -0.98832, 2.77928], [-2.88601, -1.36826, 1.84113], [-0.39157, -0.50503, 0.31660], [-0.20394, 3.90787, -3.60083], [0.96153, 3.57547, -4.88211], [0.54385, 2.31377, -3.72254], [2.00919, 4.91334, -3.06540], [2.77181, 3.32977, -3.21655], [2.34385, 4.04137, -0.84691], [0.61396, 4.06544, -1.18534], [2.27219, 0.67059, 0.05692], [2.65541, 2.31693, 0.62120], [4.62643, 1.12479, -0.41959], [4.20786, 2.61675, -1.29030], [2.83949, 1.04080, -2.54544], [-0.56520, 2.14096, -1.42502], [-0.07809, 2.06110, 0.28287], [0.69934, 0.07326, -2.82128], [0.54809, -2.38310, -2.90559], [-0.23616, -3.64425, -0.92120], [-0.89516, -3.25051, 3.81592], [-2.58657, -2.56988, 5.48935], [-4.46304, -1.11022, 4.81986], [-4.65380, -0.36131, 2.47607], [-2.97844, -1.05039, 0.81260], [-0.63303, 0.01349, 1.23436]], "nbo_charge": [-0.6091, -0.3982, -0.2179, -0.4797, -0.2468, -0.0639, -0.7231, -0.2302, -0.0246, -0.2249, -0.1841, -0.2488, 0.2793, -0.4963, 0.3723, -0.2807, -0.1913, -0.2366, -0.1921, -0.3071, -0.2412, 0.1987, 0.2136, 0.2013, 0.2003, 0.2025, 0.1928, 0.1875, 0.2148, 0.1728, 0.1837, 0.1478, 0.4753, 0.2126, 0.1735, 0.2106, 0.2172, 0.2250, 0.2246, 0.2153, 0.2139, 0.2146, 0.2283, 0.2183]}

(2)
{"formula": "C18H23NO2PS2", "method": "wB97M-V/def2-TZVPD", "charge": -1, "largest_force_ha_per_bohr": 0.1072, "gap_ev": 5.579, "homo_ev": -4.15, "elements": ["P", "C", "C", "C", "S", "C", "S", "N", "C", "C", "C", "C", "C", "C", "C", "C", "C", "C", "C", "C", "H", "H", "H", "H", "H", "H", "H", "H", "H", "H", "H", "H", "H", "H", "H", "H", "H", "H", "H", "H", "C", "C", "O", "O", "H", "H", "H"], "xyz": [[-5.13410, 2.75817, -1.11564], [-4.04659, 1.39812, -1.90097], [-4.46378, -0.11066, -1.49114], [-3.56990, -0.67459, -0.27437], [-1.80377, -1.04958, -0.77557], [-0.64984, 0.11638, 0.05546], [-1.09742, 0.66035, 1.60402], [0.63590, 0.60386, -0.45669], [1.78598, 0.23236, 0.39555], [1.96160, -1.18006, 1.07519], [3.23580, -1.35929, 1.96283], [4.29663, -0.23290, 2.18538], [4.11418, 1.17415, 1.53341], [2.85134, 1.36252, 0.64007], [0.85546, 0.34032, -1.88596], [2.13416, -0.40620, -2.42896], [2.37292, -0.63434, -3.96903], [1.34819, -0.15006, -5.05326], [0.08487, 0.57716, -4.52701], [-0.13548, 0.81853, -3.01817], [-5.80505, 1.84498, -0.22873], [-3.94034, 3.51039, -0.79682], [-5.79406, 3.05735, -2.37951], [-5.90136, 3.83327, -0.50472], [-2.96301, 1.53833, -1.54071], [-4.06259, 1.52301, -3.04260], [-5.59035, -0.06903, -1.21257], [-4.40620, -0.82956, -2.38935], [-3.64884, 0.08654, 0.57367], [-4.07252, -1.63866, 0.11810], [1.18157, -2.01376, 0.94329], [3.37310, -2.39162, 2.48382], [5.22599, -0.41243, 2.82256], [4.87817, 2.00825, 1.69193], [2.72360, 2.40752, 0.16890], [2.96442, -0.80428, -1.75194], [3.32661, -1.15005, -4.36384], [1.55635, -0.31801, -6.16746], [-0.73149, 0.95940, -5.24673], [-1.07462, 1.36332, -2.63018], [2.37935, -1.79697, 5.99871], [2.82739, -3.21122, 5.63697], [2.76882, -4.05120, 6.56648], [3.20219, -3.35902, 4.44349], [2.06744, -1.73429, 7.04409], [3.20269, -1.09478, 5.84039], [1.53659, -1.50175, 5.36763]], "nbo_charge": [0.6327, -0.7736, -0.4248, -0.5342, 0.2641, -0.0735, -0.0341, -0.5278, 0.1215, -0.2421, -0.1904, -0.2184, -0.2317, -0.2353, 0.1574, -0.2414, -0.2172, -0.2487, -0.2311, -0.2338, -0.0460, -0.0382, -0.0271, -0.1721, 0.2165, 0.2202, 0.2029, 0.2173, 0.2544, 0.2385, 0.2467, 0.3152, 0.2327, 0.2238, 0.2239, 0.2540, 0.2246, 0.2261, 0.2240, 0.2273, -0.7314, 0.7635, -0.7765, -0.8250, 0.1937, 0.1941, 0.1992]}

(3)
{"formula": "C18H23NO3S", "method": "wB97M-V/def2-TZVPD", "smiles": "COCCCNC(=O)c1ccc(CSCc2ccc(C)cc2)o1", "largest_force_ha_per_bohr": 0.0266, "e_above_lowest_ev": 1.6386, "gap_ev": 9.014, "homo_ev": -8.32, "elements": ["C", "O", "C", "C", "C", "N", "C", "O", "C", "C", "C", "C", "C", "S", "C", "C", "C", "C", "C", "C", "C", "C", "O", "H", "H", "H", "H", "H", "H", "H", "H", "H", "H", "H", "H", "H", "H", "H", "H", "H", "H", "H", "H", "H", "H", "H"], "xyz": [[-0.85541, 1.42983, 2.19150], [-1.86117, 0.62136, 1.63009], [-3.15780, 1.18494, 1.70076], [-3.46134, 2.16510, 0.56009], [-3.81825, 1.44350, -0.73300], [-2.73203, 0.60234, -1.18699], [-2.79678, 0.02428, -2.40809], [-3.67744, 0.27432, -3.21297], [-1.72202, -0.93315, -2.71299], [-1.63394, -1.81001, -3.76262], [-0.44005, -2.53407, -3.57519], [0.13182, -2.04620, -2.43176], [1.38740, -2.42796, -1.75233], [1.08288, -3.37249, -0.20567], [0.59508, -1.99465, 0.90976], [1.70734, -1.01403, 1.05559], [1.72060, 0.16096, 0.31057], [2.77363, 1.05195, 0.42080], [3.84070, 0.79243, 1.27025], [4.99162, 1.74556, 1.37411], [3.82759, -0.38673, 2.00759], [2.77963, -1.27963, 1.90018], [-0.64501, -1.07733, -1.90037], [-0.71328, 2.35923, 1.62906], [0.06566, 0.85150, 2.16121], [-1.09298, 1.68129, 3.23163], [-3.84986, 0.33889, 1.65395], [-3.28635, 1.68453, 2.67038], [-2.59610, 2.80936, 0.39541], [-4.30255, 2.79558, 0.84931], [-4.04213, 2.15880, -1.53064], [-4.71952, 0.83396, -0.57946], [-2.08373, 0.27356, -0.48511], [-2.34735, -1.91033, -4.55367], [-0.04829, -3.31019, -4.19985], [1.96659, -3.09366, -2.38799], [1.98492, -1.55880, -1.47329], [0.36276, -2.48868, 1.85200], [-0.30612, -1.53887, 0.50266], [0.89455, 0.38465, -0.34998], [2.76537, 1.96106, -0.16380], [5.78578, 1.44575, 0.68931], [4.68535, 2.75591, 1.11336], [5.40228, 1.74848, 2.38132], [4.65046, -0.60633, 2.67262], [2.78751, -2.19601, 2.47227]], "nbo_charge": [-0.2512, -0.5597, -0.0679, -0.4387, -0.2130, -0.6252, 0.6339, -0.6194, 0.1466, -0.2336, -0.3028, 0.2883, -0.5743, 0.1943, -0.5416, -0.0590, -0.2422, -0.1615, -0.0339, -0.6268, -0.2097, -0.1855, -0.4165, 0.1650, 0.2068, 0.1679, 0.1895, 0.1730, 0.2087, 0.2198, 0.2198, 0.1867, 0.4209, 0.2442, 0.2285, 0.2498, 0.2468, 0.2370, 0.2368, 0.2202, 0.2014, 0.2216, 0.2156, 0.2169, 0.2098, 0.2127]}

(4)
{"formula": "C18H24F6N7O5RuS3Se", "method": "wB97M-V/def2-TZVPD", "multiplicity": 2, "largest_force_ha_per_bohr": 0.0278, "e_above_lowest_ev": 0.6262, "gap_ev": [7.169, 6.791], "homo_ev": [-7.81, -7.74], "elements": ["Ru", "C", "C", "N", "N", "C", "N", "S", "C", "C", "C", "C", "C", "N", "H", "H", "H", "H", "H", "H", "H", "H", "H", "F", "C", "F", "F", "S", "O", "O", "N", "S", "O", "O", "C", "F", "F", "F", "C", "C", "C", "O", "H", "H", "H", "H", "H", "H", "H", "C", "N", "C", "C", "N", "C", "C", "Se", "H", "H", "H", "H", "H", "H", "H", "H"], "xyz": [[-0.99010, -0.32749, 0.40004], [-1.88127, 1.45923, -3.41356], [-1.23793, 0.85368, -2.21127], [-1.94093, 0.29502, -1.29750], [-3.29787, 0.40107, -1.39515], [-3.91982, -0.04231, -0.32001], [-5.27039, 0.04241, -0.32676], [-3.18680, -0.76562, 1.07683], [0.21790, 0.91972, -1.92801], [1.14753, 1.48192, -2.78033], [2.48140, 1.54585, -2.39463], [2.84883, 1.07646, -1.15103], [1.86571, 0.52105, -0.34779], [0.60105, 0.41603, -0.74672], [-2.52008, 2.28852, -3.10489], [-2.52269, 0.72104, -3.89305], [-1.15218, 1.82451, -4.13294], [-5.66867, 0.72823, -0.94832], [-5.71631, -0.04344, 0.57142], [0.82816, 1.87668, -3.73283], [3.22294, 1.96420, -3.06327], [3.86483, 1.16086, -0.79215], [2.07357, 0.15451, 0.64895], [2.18912, 4.40971, 3.01508], [1.92159, 3.30894, 2.32780], [2.85863, 2.39175, 2.60124], [1.99547, 3.58893, 1.02247], [0.27507, 2.61180, 2.74436], [0.25625, 1.36987, 2.00478], [0.25469, 2.55233, 4.17043], [-0.67792, 3.72016, 2.16515], [-1.80325, 3.44962, 1.10420], [-1.79961, 2.12428, 0.51898], [-3.06034, 4.00178, 1.49143], [-1.25151, 4.49344, -0.29773], [-2.19596, 4.49014, -1.24278], [-1.02503, 5.74465, 0.07850], [-0.13010, 3.99686, -0.83670], [-1.36497, -3.19421, 2.74057], [-0.59541, -1.91792, 3.06891], [-1.38077, -0.99479, 3.99090], [-0.16456, -1.27274, 1.88813], [-1.89573, -3.56086, 3.62239], [-0.69074, -3.97598, 2.38293], [-2.09121, -2.99576, 1.95339], [0.32333, -2.20760, 3.59817], [-2.40439, -0.86426, 3.63349], [-0.89811, -0.01884, 4.03446], [-1.42196, -1.41116, 4.99984], [2.38469, -2.57285, 1.11572], [2.47393, -2.76344, -0.32840], [3.65424, -3.09300, -0.97032], [3.35335, -3.35027, -2.25501], [1.99179, -3.16927, -2.38853], [1.22910, -3.39504, -3.61101], [1.45184, -2.80348, -1.20403], [-0.38976, -2.52623, -1.02063], [2.47446, -3.54012, 1.61100], [1.42333, -2.11759, 1.37715], [3.20016, -1.92861, 1.43998], [4.59140, -3.12650, -0.44428], [3.98013, -3.64519, -3.07764], [1.86468, -3.91665, -4.32119], [0.89469, -2.44777, -4.03078], [0.35256, -3.99627, -3.38946]], "nbo_charge": [0.8567, -0.6696, 0.2477, -0.1802, -0.4432, 0.3092, -0.7770, -0.1409, 0.1852, -0.2264, -0.1646, -0.1986, 0.0596, -0.4090, 0.2596, 0.2486, 0.2092, 0.4004, 0.4002, 0.2280, 0.2249, 0.2235, 0.2340, -0.3025, 0.7091, -0.3228, -0.3220, 2.2811, -0.9728, -0.9064, -1.2320, 2.2885, -0.9756, -0.9031, 0.7089, -0.3173, -0.3031, -0.3251, -0.6313, 0.1111, -0.6415, -0.7048, 0.2081, 0.1996, 0.2226, 0.1560, 0.2092, 0.2331, 0.2053, -0.4545, -0.3371, -0.0679, -0.0580, -0.3494, -0.4047, 0.2644, -0.0203, 0.2130, 0.3041, 0.2091, 0.2387, 0.2351, 0.2149, 0.2254, 0.2378]}

(5)
{"formula": "C18H24FeN3", "method": "wB97M-V/def2-TZVPD", "multiplicity": 5, "charge": -1, "largest_force_ha_per_bohr": 0.0851, "gap_ev": [2.574, 4.633], "homo_ev": [-0.10, -2.16], "elements": ["C", "C", "N", "C", "N", "C", "C", "C", "N", "H", "H", "H", "H", "H", "H", "H", "H", "H", "H", "H", "C", "C", "C", "C", "C", "C", "C", "Fe", "C", "C", "C", "C", "C", "H", "H", "H", "H", "H", "H", "H", "H", "H", "H", "H", "H", "H"], "xyz": [[-0.41967, 3.09189, -2.87216], [0.32190, 2.26064, -1.84989], [-0.46317, 1.17711, -1.28009], [-1.35069, 0.63176, -2.08689], [-1.65520, 1.07318, -3.33636], [-1.04603, 2.22260, -3.95080], [-2.56983, 0.18502, -4.01186], [-2.90138, -0.86059, -2.96163], [-2.09880, -0.47778, -1.83536], [-1.21225, 3.66207, -2.38308], [0.25208, 3.82762, -3.32493], [1.21492, 1.82219, -2.33489], [0.65896, 2.88729, -1.01843], [-1.81533, 2.77215, -4.51118], [-0.26600, 1.91600, -4.67270], [-3.45461, 0.73479, -4.34072], [-2.09476, -0.25804, -4.89335], [-3.96259, -0.85395, -2.71451], [-2.64701, -1.86549, -3.29433], [-1.99008, -1.03142, -0.99687], [-1.06132, 1.28923, 1.18629], [-0.17944, 1.00619, 2.28994], [1.14885, 0.55084, 2.24422], [1.99475, 0.25432, 3.43219], [3.19926, -0.39038, 2.99388], [3.13240, -0.54775, 1.54028], [1.89098, 0.00736, 1.07833], [1.59844, -1.39863, 2.44724], [-0.04900, -2.36943, 1.99092], [0.10986, -2.25574, 3.43247], [1.37780, -2.85724, 3.79278], [2.00953, -3.33990, 2.58158], [1.13387, -3.03506, 1.46393], [-2.10067, 0.98453, 1.38571], [-1.05768, 2.36429, 0.94222], [-0.70033, 0.79249, 0.24069], [-0.55799, 1.23279, 3.28321], [1.73138, 0.57341, 4.43678], [4.04211, -0.69020, 3.61395], [3.91107, -0.97102, 0.91553], [1.55097, 0.12678, 0.05492], [-0.93785, -2.10015, 1.42654], [-0.63535, -1.87401, 4.12631], [1.73914, -3.01065, 4.80572], [2.92489, -3.92203, 2.53229], [1.28382, -3.33711, 0.43208]], "nbo_charge": [-0.4202, -0.2239, -0.5704, 0.6032, -0.4433, -0.1916, -0.1995, -0.2091, -0.6131, 0.1999, 0.2065, 0.1765, 0.2109, 0.1856, 0.1715, 0.1814, 0.1784, 0.1820, 0.1870, 0.4288, -0.6904, -0.1776, -0.1687, -0.3643, -0.3535, -0.3494, -0.3928, 0.5253, -0.3533, -0.3428, -0.3492, -0.3686, -0.3531, 0.1760, 0.1689, 0.2761, 0.1544, 0.2116, 0.2117, 0.2089, 0.2263, 0.2074, 0.2174, 0.2135, 0.2123, 0.2133]}